1.
{"formula": "C40H41AsBrMgN3O2", "method": "wB97M-V/def2-TZVPD", "e_homo_ev": -7.13, "charge": 0, "species": ["Mg", "O", "C", "C", "C", "C", "C", "C", "C", "O", "N", "N", "C", "C", "Br", "C", "C", "C", "C", "C", "C", "C", "H", "H", "H", "H", "H", "H", "H", "H", "H", "H", "H", "H", "H", "H", "C", "C", "C", "C", "C", "C", "As", "N", "C", "C", "C", "C", "C", "C", "C", "C", "C", "C", "C", "C", "C", "C", "C", "C", "C", "C", "H", "H", "H", "H", "H", "H", "H", "H", "H", "H", "H", "H", "H", "H", "H", "H", "H", "H", "H", "H", "H", "H", "H", "H", "H", "H", "H"], "coordinates": [[1.3339, -0.5343, 0.8890], [6.5955, -1.0121, 2.5779], [6.6083, -0.3896, 1.3597], [7.8482, -0.1440, 0.7849], [7.9228, 0.4935, -0.4421], [6.7663, 0.8880, -1.1027], [5.5321, 0.6432, -0.5210], [5.4384, 0.0045, 0.7075], [4.0813, -0.2165, 1.3475], [3.0348, 0.2502, 0.6432], [3.9827, -1.7201, 1.5896], [2.6876, -2.1707, 1.5578], [2.4840, -3.4283, 1.5933], [1.1562, -4.0280, 1.5434], [-0.2797, -2.7898, 1.4887], [0.9894, -5.3509, 1.5839], [-0.2433, -6.1497, 1.5466], [-1.3089, -5.8590, 0.6954], [-2.4398, -6.6593, 0.6941], [-2.5236, -7.7548, 1.5414], [-1.4602, -8.0633, 2.3782], [-0.3231, -7.2739, 2.3696], [5.6941, -1.2855, 2.7959], [8.7380, -0.4574, 1.3149], [8.8928, 0.6835, -0.8836], [6.8274, 1.3904, -2.0587], [4.6094, 0.9523, -0.9945], [4.1135, 0.2203, 2.3631], [4.5683, -2.2339, 0.9360], [3.3210, -4.1233, 1.6625], [1.9078, -5.9221, 1.6980], [-1.2466, -5.0212, 0.0156], [-3.2577, -6.4274, 0.0250], [-3.4107, -8.3742, 1.5412], [-1.5141, -8.9228, 3.0329], [0.5109, -7.5198, 3.0160], [-3.2132, -0.3502, -6.1483], [-2.5475, 0.0714, -4.8664], [-1.7088, 1.1750, -4.8144], [-1.0901, 1.5672, -3.6345], [-0.1810, 2.7720, -3.6798], [-1.3284, 0.8581, -2.4405], [-0.1780, 1.4967, -0.9553], [-0.3485, 0.4231, 0.5314], [-1.3305, 0.5737, 1.5001], [-2.6440, 0.9875, 1.2340], [-3.5874, 1.0917, 2.2408], [-3.2681, 0.7803, 3.5572], [-1.9727, 0.3811, 3.8491], [-1.0235, 0.2940, 2.8436], [-1.0086, 3.1675, -0.2954], [-0.2313, 3.8024, 0.6900], [1.0489, 3.2156, 1.2329], [-0.6606, 5.0057, 1.2428], [-1.8451, 5.6068, 0.8575], [-2.3016, 6.9060, 1.4629], [-2.6098, 4.9636, -0.1045], [-2.2239, 3.7608, -0.6876], [-3.1761, 3.1855, -1.7072], [-2.1511, -0.2763, -2.4873], [-2.4746, -1.1390, -1.2932], [-2.7422, -0.6419, -3.6952], [-2.9471, 0.3166, -6.9676], [-4.2997, -0.3420, -6.0453], [-2.9193, -1.3634, -6.4279], [-1.5235, 1.7452, -5.7189], [-0.1618, 3.1948, -4.6834], [0.8414, 2.5048, -3.4023], [-0.5001, 3.5574, -2.9905], [-2.9161, 1.2318, 0.2174], [-4.5892, 1.4207, 1.9915], [-4.0101, 0.8620, 4.3399], [-1.6901, 0.1544, 4.8700], [0.0002, 0.0287, 3.1086], [1.6967, 2.8149, 0.4523], [0.8297, 2.3959, 1.9213], [1.6052, 3.9740, 1.7827], [-0.0466, 5.4782, 2.0023], [-1.5980, 7.2576, 2.2165], [-3.2780, 6.7938, 1.9373], [-2.3958, 7.6808, 0.7000], [-3.5518, 5.4075, -0.4106], [-4.1372, 3.6942, -1.6358], [-3.3467, 2.1195, -1.5728], [-2.8108, 3.3132, -2.7268], [-1.7073, -1.0740, -0.5282], [-2.5830, -2.1796, -1.6042], [-3.4203, -0.8380, -0.8374], [-3.3801, -1.5210, -3.7112]]}

---

2.
{"formula": "C40H41AsN3OPmS2", "method": "wB97M-V/def2-TZVPD", "e_homo_ev": [-6.89, -6.89], "spin_multiplicity": 5, "charge": 0, "species": ["Pm", "C", "C", "N", "N", "C", "S", "S", "C", "C", "C", "C", "C", "C", "C", "C", "C", "C", "C", "C", "C", "O", "H", "H", "H", "H", "H", "H", "H", "H", "H", "H", "H", "H", "H", "H", "C", "C", "C", "C", "C", "C", "As", "N", "C", "C", "C", "C", "C", "C", "C", "C", "C", "C", "C", "C", "C", "C", "C", "C", "C", "C", "H", "H", "H", "H", "H", "H", "H", "H", "H", "H", "H", "H", "H", "H", "H", "H", "H", "H", "H", "H", "H", "H", "H", "H", "H", "H", "H"], "coordinates": [[11.5764, 14.7659, 12.1050], [11.0514, 19.4387, 12.1322], [10.5592, 18.0278, 12.1134], [11.3197, 17.0403, 11.6827], [12.5902, 17.1748, 11.1014], [13.5869, 16.6992, 11.8293], [13.6327, 15.9549, 13.3906], [15.1493, 16.6182, 11.0635], [15.2424, 17.9353, 9.8571], [15.6451, 17.3490, 8.5267], [14.6472, 16.7083, 7.7581], [15.0041, 16.0465, 6.6052], [16.3564, 16.0712, 6.1548], [17.3552, 16.5968, 6.9284], [16.9946, 17.2839, 8.1605], [9.1847, 17.7083, 12.6418], [8.0704, 18.6247, 12.6223], [6.8949, 18.3538, 13.2815], [6.7504, 17.1760, 14.0266], [7.8071, 16.2905, 14.1246], [8.9445, 16.4691, 13.2699], [9.7111, 15.4216, 13.0192], [11.9126, 19.5387, 12.8001], [10.2287, 20.1018, 12.4738], [11.3802, 19.7513, 11.1128], [15.9541, 18.6671, 10.2866], [14.2533, 18.3137, 9.7699], [13.6442, 16.8355, 8.1304], [14.3113, 15.4604, 6.0374], [16.5579, 15.5986, 5.1983], [18.4180, 16.5929, 6.6295], [17.7181, 17.7554, 8.7534], [8.2055, 19.6125, 12.1999], [6.0718, 19.0146, 13.1224], [5.7956, 16.9048, 14.5365], [7.6744, 15.2824, 14.5954], [16.8425, 8.0203, 12.4426], [15.5172, 8.7168, 12.1045], [14.3068, 8.1010, 12.4473], [13.0608, 8.7119, 12.2596], [11.8922, 7.9133, 12.7823], [12.9647, 10.0017, 11.6122], [11.4401, 11.3775, 11.7056], [11.7216, 12.5007, 13.2396], [12.2676, 12.1991, 14.4726], [12.2486, 13.2980, 15.4046], [12.4877, 13.0863, 16.7388], [12.7566, 11.8118, 17.2190], [12.7789, 10.7285, 16.3429], [12.6687, 10.9603, 14.9738], [9.8378, 10.1878, 11.7608], [9.0193, 10.1199, 12.8801], [9.3733, 10.8698, 14.1434], [7.8998, 9.2404, 12.9126], [7.5113, 8.4931, 11.8430], [6.2531, 7.5852, 11.8861], [8.3643, 8.5596, 10.6878], [9.4898, 9.3765, 10.6491], [10.3444, 9.2776, 9.4069], [14.1814, 10.5239, 11.1592], [14.2948, 11.7478, 10.2495], [15.4516, 9.9162, 11.4365], [16.7251, 6.9513, 12.3437], [17.1549, 8.2702, 13.4582], [17.6337, 8.3890, 11.7703], [14.2830, 7.1202, 12.9726], [12.2811, 6.9595, 13.1079], [11.0911, 7.7045, 12.0678], [11.3675, 8.3527, 13.6223], [11.9948, 14.3446, 15.1121], [12.5137, 13.9418, 17.4017], [13.0120, 11.6361, 18.2558], [12.8881, 9.7294, 16.7051], [12.9298, 10.1536, 14.2264], [9.5574, 11.9578, 14.0558], [10.3189, 10.4646, 14.5953], [8.5685, 10.7033, 14.8330], [7.2926, 9.2581, 13.8274], [5.4438, 8.0471, 11.3103], [5.9419, 7.5703, 12.9107], [6.4324, 6.5255, 11.5769], [8.1445, 8.0422, 9.7413], [9.9306, 8.4211, 8.8582], [11.3882, 9.0421, 9.6493], [10.4474, 10.2244, 8.7689], [13.3432, 11.8933, 9.7276], [15.1625, 11.7258, 9.5708], [14.4157, 12.6464, 10.8720], [16.2948, 10.4978, 11.0892]]}

---

3.
{"formula": "C40H41F2N6RhSe2Si2", "method": "wB97M-V/def2-TZVPD", "e_homo_ev": [-5.65, -5.66], "charge": 0, "species": ["Rh", "F", "C", "C", "C", "C", "C", "F", "C", "C", "C", "C", "C", "C", "N", "H", "H", "H", "H", "H", "H", "C", "Si", "C", "C", "C", "C", "C", "C", "C", "H", "H", "H", "H", "H", "H", "H", "H", "H", "H", "H", "C", "Si", "C", "C", "Se", "H", "H", "H", "H", "H", "H", "H", "H", "H", "N", "C", "C", "C", "C", "C", "C", "C", "N", "C", "C", "N", "C", "H", "H", "H", "H", "H", "H", "H", "C", "N", "C", "Se", "N", "C", "C", "C", "C", "C", "C", "H", "H", "H", "H", "H", "H", "H", "H"], "coordinates": [[0.2673, 0.3532, 1.7142], [1.7920, 5.5409, 1.7918], [1.2300, 4.4946, 2.4425], [1.2062, 3.2513, 1.8411], [0.6499, 2.1596, 2.5063], [0.1760, 2.3452, 3.8321], [0.1422, 3.6405, 4.3572], [-0.4474, 3.8890, 5.5517], [0.6572, 4.7252, 3.6839], [-0.1769, 1.1396, 4.5517], [-0.2510, 1.0463, 5.9413], [-0.4853, -0.1753, 6.5353], [-0.6279, -1.2964, 5.7160], [-0.5361, -1.1433, 4.3539], [-0.3260, 0.0385, 3.7624], [1.6415, 3.1511, 0.8554], [0.6146, 5.7133, 4.1103], [-0.1089, 1.9299, 6.5405], [-0.5404, -0.2620, 7.6093], [-0.8128, -2.2708, 6.1371], [-0.6354, -2.0046, 3.6977], [2.9927, -0.8815, 3.4957], [2.4851, -0.5715, 1.6375], [3.7922, 0.6567, 0.8690], [3.0297, -2.2241, 0.7756], [2.1963, -3.0154, -0.0006], [2.6237, -4.2248, -0.5195], [3.9090, -4.6680, -0.2671], [4.7694, -3.8794, 0.4791], [4.3339, -2.6673, 0.9812], [4.0396, -1.1575, 3.5513], [2.4147, -1.6885, 3.9347], [2.8453, 0.0068, 4.1011], [4.7751, 0.4250, 1.2625], [3.5892, 1.6951, 1.0975], [3.8364, 0.5394, -0.2089], [1.1924, -2.6776, -0.2150], [1.9531, -4.8300, -1.1152], [4.2360, -5.6213, -0.6554], [5.7786, -4.2152, 0.6770], [5.0196, -2.0517, 1.5430], [1.4546, -2.6708, -3.8230], [-0.4433, -2.4801, -3.7588], [-1.2206, -4.1792, -3.3472], [-1.1356, -1.8346, -5.4177], [-1.0989, -0.8941, -2.2520], [1.7698, -3.2533, -4.6836], [1.8269, -3.1674, -2.9331], [1.9426, -1.7032, -3.8858], [-0.8946, -4.9251, -4.0653], [-2.3064, -4.1470, -3.3823], [-0.9233, -4.5228, -2.3604], [-0.9923, -2.5443, -6.2255], [-0.6501, -0.9034, -5.6962], [-2.1993, -1.6323, -5.3275], [3.6373, 6.3858, -6.4986], [3.0673, 5.7464, -5.7350], [2.3698, 4.9811, -4.7760], [1.0030, 5.1869, -4.5641], [0.3294, 4.4516, -3.6119], [0.9998, 3.4985, -2.8389], [2.3645, 3.2881, -3.0654], [3.0394, 4.0122, -4.0231], [0.3341, 2.7822, -1.8371], [-0.9388, 3.0000, -1.3745], [-1.1479, 2.1158, -0.3642], [-0.0292, 1.3526, -0.2006], [0.8387, 1.7710, -1.0880], [0.4783, 5.9264, -5.1542], [-0.7269, 4.6249, -3.4817], [2.9080, 2.5577, -2.4896], [4.0918, 3.8373, -4.1972], [-1.5863, 3.7549, -1.7614], [-2.0259, 1.9875, 0.2376], [1.8058, 1.3286, -1.2139], [-3.7906, -0.9046, 2.7051], [-3.7711, -1.4214, 1.3697], [-2.7780, -2.2201, 0.8553], [-0.8344, -1.6129, 0.8899], [-3.2119, -2.6182, -0.3824], [-4.4583, -2.1320, -0.6344], [-5.3214, -2.3088, -1.6999], [-6.5706, -1.7152, -1.6026], [-6.9355, -0.9646, -0.4905], [-6.0718, -0.7744, 0.5786], [-4.8259, -1.3733, 0.4967], [-2.8213, -1.0764, 3.1707], [-4.5635, -1.4032, 3.2962], [-4.0008, 0.1662, 2.6984], [-2.6393, -3.1402, -1.0257], [-5.0280, -2.8934, -2.5567], [-7.2753, -1.8435, -2.4091], [-7.9193, -0.5216, -0.4542], [-6.3655, -0.1891, 1.4358]]}

---

4.
{"formula": "C40H41F3I2N7O3P", "method": "wB97M-V/def2-TZVPD", "e_homo_ev": -8.33, "charge": 0, "species": ["O", "C", "C", "C", "C", "F", "F", "F", "O", "C", "I", "P", "O", "I", "H", "H", "H", "H", "H", "H", "N", "C", "C", "C", "C", "C", "H", "H", "H", "H", "H", "N", "C", "C", "C", "C", "C", "H", "H", "H", "H", "H", "N", "C", "C", "C", "C", "C", "H", "H", "H", "H", "H", "N", "C", "C", "C", "C", "C", "H", "H", "H", "H", "H", "N", "C", "C", "C", "C", "C", "H", "H", "H", "H", "H", "N", "C", "C", "C", "C", "C", "H", "H", "H", "H", "H", "N", "C", "C", "C", "C", "C", "H", "H", "H", "H", "H"], "coordinates": [[-1.9716, 0.9492, 4.4642], [-1.5084, 1.5286, 3.5787], [-2.4254, 2.1257, 2.5275], [-3.8038, 2.5295, 3.0641], [-4.0137, 4.0261, 3.2440], [-2.9327, 4.6988, 3.4848], [-4.8209, 4.2147, 4.2888], [-4.6473, 4.5492, 2.2196], [-0.1223, 1.5845, 3.4864], [0.4548, 2.8025, 3.9045], [-0.1711, 3.5229, 5.8350], [0.2364, 4.2113, 2.6695], [0.7666, 3.6463, 1.2108], [1.7580, 5.9986, 3.4209], [-1.9742, 2.9353, 1.9564], [-2.5885, 1.3320, 1.7926], [-4.5383, 2.2157, 2.3246], [-4.0831, 2.0413, 3.9933], [1.5222, 2.6066, 3.9885], [0.0072, 3.7783, 0.6127], [0.7582, 0.5962, -0.8403], [0.6253, 0.3830, 0.4703], [-0.2074, -0.5845, 1.0142], [-0.9477, -1.3710, 0.1498], [-0.8283, -1.1668, -1.2155], [0.0377, -0.1756, -1.6550], [1.2204, 1.0273, 1.1071], [-0.2756, -0.7176, 2.0855], [-1.6078, -2.1327, 0.5385], [-1.3910, -1.7627, -1.9220], [0.1682, 0.0178, -2.7151], [-0.7556, 5.3983, -0.9773], [-0.8239, 5.3903, -2.3087], [-0.1118, 6.2608, -3.1184], [0.7160, 7.1935, -2.5132], [0.7997, 7.2187, -1.1310], [0.0465, 6.3037, -0.4154], [-1.4846, 4.6450, -2.7377], [-0.2032, 6.2081, -4.1946], [1.2889, 7.8908, -3.1118], [1.4336, 7.9298, -0.6191], [0.0762, 6.2720, 0.6644], [-2.1319, -3.9628, -2.7820], [-1.4545, -4.8201, -3.5455], [-1.0462, -6.0761, -3.1239], [-1.3542, -6.4669, -1.8335], [-2.0546, -5.5918, -1.0193], [-2.4185, -4.3596, -1.5384], [-1.2324, -4.4719, -4.5491], [-0.4999, -6.7281, -3.7923], [-1.0518, -7.4395, -1.4654], [-2.3134, -5.8576, -0.0030], [-2.9689, -3.6438, -0.9363], [-0.4813, -4.9372, -7.1524], [0.3372, -5.4918, -8.0471], [-0.0951, -6.2139, -9.1481], [-1.4573, -6.3751, -9.3327], [-2.3275, -5.8103, -8.4158], [-1.7926, -5.1042, -7.3502], [1.3959, -5.3430, -7.8624], [0.6181, -6.6382, -9.8414], [-1.8360, -6.9334, -10.1797], [-3.3986, -5.9140, -8.5233], [-2.4376, -4.6433, -6.6096], [-1.4992, -3.0856, 2.6733], [-0.9413, -4.2155, 2.2377], [-0.8228, -5.3620, 3.0075], [-1.3074, -5.3337, 4.3051], [-1.8883, -4.1685, 4.7779], [-1.9604, -3.0781, 3.9250], [-0.5715, -4.1894, 1.2166], [-0.3619, -6.2521, 2.6006], [-1.2326, -6.2081, 4.9397], [-2.2770, -4.1051, 5.7851], [-2.4088, -2.1452, 4.2512], [2.3470, -3.4162, -1.8881], [1.4882, -3.6410, -2.8841], [1.8402, -3.6222, -4.2261], [3.1589, -3.3506, -4.5520], [4.0661, -3.1122, -3.5325], [3.6101, -3.1585, -2.2236], [0.4728, -3.8425, -2.5791], [1.1005, -3.8144, -4.9943], [3.4757, -3.3245, -5.5877], [5.1042, -2.8954, -3.7458], [4.2855, -2.9811, -1.3933], [3.5826, 8.0377, 5.8494], [3.4909, 8.3632, 7.1389], [4.3477, 7.8893, 8.1199], [5.3595, 7.0235, 7.7433], [5.4736, 6.6705, 6.4098], [4.5652, 7.2036, 5.5084], [2.6828, 9.0421, 7.3893], [4.2238, 8.1918, 9.1508], [6.0500, 6.6294, 8.4787], [6.2496, 5.9963, 6.0737], [4.6197, 6.9554, 4.4542]]}

---

no.,molar mass (g/mol)
1,774.9
2,863.8
3,960.8
4,1009.6